Record 1
81
Properties=species:S:1:pos:R:3:lowdin_spin:R:1 method="wB97M-V/def2-TZVPD" molar_mass_g_mol=723.6 energy_ev=-102056.715 gap_ev="6.4 / 6.4" total_charge=-1 multiplicity=5 e_lumo_ev="2.461 / 2.460" de_lowest_ev=0.206
Fe -0.0181 -1.1851 -0.8110 3.702
O 4.0632 -0.4475 -1.3690 0.010
C 2.9462 -0.9422 -1.2133 0.008
N 1.9722 -0.6380 -0.3382 0.040
C 2.3010 -0.4007 1.0019 0.003
C 3.5570 -0.0075 1.4654 0.002
C 3.8319 0.0281 2.8315 0.000
C 2.8508 -0.3095 3.7458 0.001
C 1.5767 -0.6557 3.3038 0.000
C 1.2726 -0.6759 1.9447 0.002
N 0.0067 -0.8793 1.3884 0.030
C -1.0794 -1.0724 2.1108 0.006
O -1.2370 -1.4029 3.3060 0.004
C -2.3472 -0.7749 1.3164 0.002
C -3.5732 -0.6722 1.9646 0.001
C -4.6847 -0.2882 1.2354 -0.001
C -4.5385 -0.0126 -0.1174 0.001
C -3.2836 -0.1587 -0.6862 0.002
N -2.2187 -0.5415 0.0104 0.033
C 2.6079 -2.1976 -2.0243 0.005
C 3.5067 -2.7116 -2.9486 0.000
C 3.2682 -3.9695 -3.4748 0.002
C 2.1465 -4.6740 -3.0559 0.000
C 1.2878 -4.0691 -2.1511 0.005
N 1.5124 -2.8592 -1.6530 0.031
H 4.3127 0.2444 0.7372 0.000
H 4.8194 0.3199 3.1707 0.000
H 3.0613 -0.2924 4.8092 0.000
H 0.7957 -0.9062 4.0054 0.000
H -3.6027 -0.8659 3.0288 0.000
H -5.6519 -0.1917 1.7135 0.000
H -5.3773 0.3076 -0.7209 0.000
H -3.1156 0.0185 -1.7437 0.000
H 4.3763 -2.1219 -3.2024 0.000
H 3.9540 -4.4085 -4.1894 0.000
H 1.9381 -5.6691 -3.4267 0.000
H 0.3825 -4.5573 -1.8107 0.000
C -0.0002 4.8805 3.1610 0.000
C 1.0439 4.0664 2.3842 0.000
C 1.3062 2.7643 3.1376 0.000
C 2.3589 4.8551 2.3129 0.000
C 0.5323 3.8086 0.9676 0.000
C 0.2561 4.9015 0.1235 0.000
C -0.2020 4.7391 -1.1685 0.000
C -0.3891 3.4431 -1.6384 0.002
S -0.9356 2.8887 -3.1891 0.001
C -0.7548 1.2350 -2.6306 0.000
N -0.3332 1.1158 -1.4192 0.030
C -0.1181 2.3442 -0.8214 0.002
C 0.3379 2.5281 0.4838 0.000
C -1.0830 0.0573 -3.4448 0.006
C -1.5774 0.1995 -4.7424 0.000
C -1.8722 -0.9258 -5.4902 0.002
C -1.6629 -2.1803 -4.9280 0.000
C -1.1711 -2.2934 -3.6318 0.008
C -0.8618 -1.1884 -2.8253 0.025
H 0.3595 5.0836 4.1731 0.000
H -0.9371 4.3250 3.2360 0.000
H -0.2102 5.8368 2.6781 0.000
H 1.6782 2.9911 4.1396 0.000
H 2.0550 2.1469 2.6381 0.000
H 0.3994 2.1665 3.2479 0.000
H 2.7471 5.0246 3.3205 0.000
H 2.2265 5.8272 1.8341 0.000
H 3.1066 4.2950 1.7485 0.000
H 0.4044 5.9101 0.4901 0.000
H -0.4054 5.5987 -1.7943 0.000
H 0.5373 1.6444 1.0740 0.000
H -1.7295 1.1866 -5.1698 0.000
H -2.2547 -0.8286 -6.4991 0.000
H -1.8832 -3.0707 -5.5082 0.000
H -1.0188 -3.2955 -3.2378 0.001
N -2.7027 -4.1242 2.6575 0.000
N -2.4071 -3.8478 1.3267 0.003
N -3.3271 -3.7211 0.3981 -0.001
C -2.5822 -3.3647 -0.6406 0.004
N -1.2758 -3.3017 -0.3331 0.019
N -1.1901 -3.6293 0.9349 0.004
H -3.2958 -3.3561 2.9645 0.000
H -1.8131 -3.9886 3.1357 0.000
H -2.9751 -3.1069 -1.6086 0.000

Record 2
83
Properties=species:S:1:pos:R:3:mulliken_charge:R:1 method="wB97M-V/def2-TZVPD" molar_mass_g_mol=762.9 energy_ev=-99105.438 gap_ev=5.8 total_charge=-2 multiplicity=1 e_lumo_ev=3.751 de_lowest_ev=0.000
K -0.0606 -0.3679 0.8343 1.807
C -0.6544 -3.7697 3.8299 -1.526
C 0.6045 -3.0453 3.4310 1.006
C 1.4619 -3.5760 2.4716 -0.535
C 2.5834 -2.8810 2.0356 0.838
C 3.4934 -3.4554 0.9824 -1.496
C 2.8446 -1.6251 2.5774 -0.627
C 2.0178 -1.0735 3.5496 0.807
C 2.2949 0.2966 4.1113 -1.489
C 0.9055 -1.8006 3.9727 -0.376
H -0.6955 -3.9228 4.9115 0.437
H -0.7106 -4.7456 3.3461 0.334
H -1.5388 -3.2026 3.5317 0.190
H 1.2189 -4.5338 2.0214 0.184
H 4.3745 -3.9161 1.4400 0.437
H 3.8468 -2.6770 0.3037 0.202
H 2.9821 -4.2249 0.4011 0.263
H 3.6686 -1.0406 2.1830 0.139
H 2.6256 0.2271 5.1516 0.381
H 1.4096 0.9337 4.0782 0.213
H 3.0710 0.8029 3.5383 0.306
H 0.2274 -1.3567 4.6961 0.358
S -0.1241 2.4709 2.2735 -0.699
C -0.0983 3.5915 0.9752 0.020
N 0.1681 4.8602 1.0379 -0.559
N 0.5031 5.2921 2.2812 0.309
C 0.8102 6.5949 2.5213 0.465
C 0.8029 7.5674 1.5077 -0.362
C 1.1222 8.8818 1.8054 -0.407
C 1.4556 9.2793 3.0958 -0.568
C 1.4633 8.3151 4.1000 -0.401
C 1.1480 6.9976 3.8262 -0.496
N -0.3959 3.2650 -0.3934 -0.620
N -0.5133 2.0604 -0.6450 0.926
C -0.8584 1.7972 -2.0147 -0.569
C -1.5012 2.7256 -2.8262 -0.479
C -1.8153 2.3898 -4.1330 -0.571
C -1.4863 1.1365 -4.6395 -0.609
C -0.8552 0.2107 -3.8236 -0.309
C -0.5559 0.5353 -2.5074 0.808
H 0.5128 4.5797 3.0114 0.046
H 0.5458 7.2623 0.5037 0.392
H 1.1099 9.6129 1.0044 0.315
H 1.7035 10.3101 3.3141 0.345
H 1.7200 8.5930 5.1163 0.312
H 1.1583 6.2561 4.6169 0.338
H -1.7542 3.6916 -2.4129 0.468
H -2.3290 3.1075 -4.7618 0.324
H -1.7359 0.8812 -5.6627 0.392
H -0.5969 -0.7726 -4.2000 0.307
H -0.0749 -0.1956 -1.8714 -0.187
O 4.0438 -0.7760 -1.1646 -0.805
C 2.8242 -0.9927 -1.1852 -0.636
O 1.9368 -0.6432 -0.3704 -0.624
C 2.3166 -1.7951 -2.3957 0.870
C 3.0201 -1.7366 -3.5920 -0.544
C 2.5843 -2.4206 -4.7195 -0.556
C 1.4520 -3.2155 -4.6548 -0.524
C 0.7782 -3.2841 -3.4473 -0.416
C 1.1697 -2.5787 -2.3210 -0.086
N -0.4075 -4.1600 -3.3695 1.123
O -1.0443 -4.1684 -2.3360 -0.533
O -0.6995 -4.8111 -4.3668 -0.706
H 3.9216 -1.1376 -3.6071 0.475
H 3.1324 -2.3409 -5.6503 0.374
H 1.0896 -3.7776 -5.5026 0.500
H 0.5974 -2.6461 -1.4036 0.681
O -3.8584 0.5627 -1.0579 -0.707
C -3.5360 -0.4955 -0.5499 0.131
N -2.7215 -0.6695 0.5292 -0.714
S -2.5958 -2.1960 0.9527 1.442
O -1.2217 -2.6631 0.8365 -0.531
O -3.2241 -2.5016 2.2193 -0.910
C -3.5635 -2.8851 -0.3670 -0.162
C -3.8477 -4.1969 -0.6905 -0.618
C -4.6234 -4.4171 -1.8211 -0.437
C -5.0882 -3.3485 -2.5876 -0.482
C -4.7899 -2.0364 -2.2403 -0.497
C -4.0177 -1.8209 -1.1134 0.430
H -3.4619 -5.0167 -0.0989 0.441
H -4.8557 -5.4305 -2.1253 0.365
H -5.6797 -3.5527 -3.4723 0.366
H -5.1295 -1.1909 -2.8251 0.511

Record 3
84
Properties=species:S:1:pos:R:3:mulliken_charge:R:1 method="wB97M-V/def2-TZVPD" molar_mass_g_mol=841.1 energy_ev=-93217.495 gap_ev=7.5 total_charge=+2 multiplicity=1 e_lumo_ev=-5.514 de_lowest_ev=0.898
Zr 0.6234 0.1730 0.3610 -0.245
N -0.8813 3.3919 1.8337 -0.200
C 0.0799 2.7726 2.5329 0.040
N 0.5992 1.5754 2.2544 1.112
C 1.5817 1.2625 3.2131 -0.314
C 1.8180 2.2011 4.1378 -0.359
S 0.7798 3.5492 3.8969 -0.187
C 2.2555 -0.0325 3.1322 -1.010
C 3.0073 -0.5897 4.0946 -0.297
S 3.5682 -2.1312 3.5869 -0.220
C 2.7124 -1.9504 2.1098 -0.289
N 2.0738 -0.8019 1.9821 2.404
N 2.7602 -2.9220 1.1800 -0.178
H -1.5596 2.8534 1.3055 0.038
H -1.2201 4.2758 2.1787 0.255
H 2.5449 2.1874 4.9331 0.491
H 3.2362 -0.2107 5.0768 0.485
H 3.1101 -3.8341 1.4188 0.256
H 2.1861 -2.8495 0.3568 0.028
O 0.2751 -2.7923 -2.4537 -0.599
C 0.3380 -2.3025 -1.3708 0.136
O 0.9490 -1.1192 -1.0973 -1.288
C -0.2367 -2.9172 -0.1316 0.667
C -0.8478 -4.1735 -0.2077 -1.279
C -1.3385 -4.7038 0.9490 -1.012
C -1.2384 -3.9721 2.1509 0.825
C -1.7430 -4.4794 3.3760 -0.897
C -1.6627 -3.7375 4.5131 -0.831
C -1.0885 -2.4423 4.4769 -0.815
C -0.5893 -1.9306 3.3173 -0.205
C -0.6353 -2.6944 2.1257 0.078
N -0.1081 -2.2023 0.9631 1.537
H -0.9016 -4.6765 -1.1622 0.695
H -1.8109 -5.6791 0.9582 0.494
H -2.1943 -5.4640 3.3848 0.467
H -2.0476 -4.1275 5.4457 0.421
H -1.0557 -1.8501 5.3823 0.503
H -0.1818 -0.9300 3.3001 0.457
C -5.3161 -2.5024 -3.8846 -1.521
C -4.5171 -1.6485 -2.9389 0.984
C -3.1637 -1.4016 -3.1653 -0.964
C -2.4227 -0.6251 -2.2921 -0.319
C -3.0576 -0.0935 -1.1725 0.272
C -4.4130 -0.3091 -0.9232 -0.907
C -5.1258 -1.0876 -1.8127 -0.897
S -2.1680 0.8265 -0.0163 1.007
O -3.0504 1.7602 0.6175 -0.765
O -1.4689 -0.1045 0.9280 -0.277
N -0.8571 1.4160 -0.6786 1.529
C -0.9595 2.4898 -1.6207 0.297
C -2.1100 3.1388 -1.9707 -0.693
C -2.0760 4.1838 -2.9275 -1.084
C -0.9054 4.5574 -3.5127 -0.898
C 0.2946 3.8860 -3.1700 0.831
C 1.5431 4.1924 -3.7541 -0.769
C 2.6445 3.4783 -3.3881 -1.216
C 2.5000 2.4583 -2.4277 0.245
N 1.3636 2.1441 -1.8581 0.424
C 0.2628 2.8480 -2.2251 -0.702
H -4.7650 -2.7087 -4.7998 0.376
H -6.2560 -2.0186 -4.1511 0.397
H -5.5644 -3.4574 -3.4175 0.326
H -2.6825 -1.8143 -4.0434 0.384
H -1.3795 -0.4222 -2.4992 0.461
H -4.8928 0.1319 -0.0597 0.538
H -6.1813 -1.2586 -1.6371 0.442
H -3.0618 2.8808 -1.5277 0.605
H -2.9998 4.6824 -3.1873 0.454
H -0.8753 5.3572 -4.2416 0.460
H 1.6078 4.9861 -4.4887 0.471
H 3.6162 3.6742 -3.8190 0.475
H 3.3707 1.8815 -2.1374 0.255
C 4.1789 -0.6770 -1.0343 -1.367
C 3.9674 0.5641 -0.2370 -0.127
N 2.8356 1.0955 0.2058 1.896
C 3.1757 2.3160 0.7798 -0.738
C 4.5094 2.5046 0.6980 -1.182
N 4.9915 1.3875 0.0543 0.068
H 3.2322 -1.1045 -1.3508 -0.056
H 4.7405 -1.4209 -0.4694 0.404
H 4.7474 -0.4382 -1.9344 0.500
H 2.4370 2.9928 1.1700 0.486
H 5.1417 3.3131 1.0193 0.491
H 5.9514 1.2192 -0.2031 0.240